Entry a
Entry from the Open Molecules 2025 dataset: an isolated ion of composition C14H21O and charge +1 (ωB97M-V with the def2-TZVPD basis set).

Calculated values
charge = +1

CARTESIAN COORDINATES (ANGSTROEM)
1 C -2.615 -1.253 -0.003
2 C -1.425 -1.391 0.652
3 C 3.338 0.265 0.823
4 C 2.506 1.335 1.044
5 C -3.415 -0.112 -0.622
6 C -2.241 0.969 -1.014
7 C -1.530 1.763 0.029
8 C -1.165 1.179 1.318
9 C 2.291 -1.526 -0.692
10 C 1.214 -1.798 0.378
11 C 2.244 0.995 -1.121
12 C -0.575 -0.207 1.316
13 C 3.090 -0.144 -0.644
14 C 0.080 -0.803 0.221
15 O 1.597 1.531 0.077
16 H -3.022 -2.282 -0.337
17 H -1.259 -2.390 1.083
18 H 4.199 0.047 1.380
19 H 2.496 1.891 1.914
20 H -3.973 -0.450 -1.486
21 H -4.116 0.312 0.094
22 H -1.576 0.462 -1.619
23 H -2.755 1.644 -1.605
24 H -0.644 2.152 -0.547
25 H -2.035 2.660 0.271
26 H -0.224 1.748 1.750
27 H -1.961 1.028 2.027
28 H 3.157 -2.293 -0.612
29 H 1.878 -1.517 -1.740
30 H 0.782 -2.804 0.129
31 H 1.631 -1.778 1.408
32 H 2.898 1.701 -1.615
33 H 1.418 0.752 -1.816
34 H -0.131 -0.510 2.278
35 H 3.933 -0.227 -1.278
36 H 0.144 -0.330 -0.812



Entry b
Entry from the Open Molecules 2025 dataset: an isolated ion of composition C14H21O and charge +1 (ωB97M-V with the def2-TZVPD basis set).

Calculated values
charge = +1

CARTESIAN COORDINATES (ANGSTROEM)
1 C -2.557 1.375 0.124
2 C -1.461 1.417 -0.568
3 C 3.340 -0.333 -0.599
4 C 2.369 -1.135 -0.925
5 C -3.346 0.189 0.550
6 C -2.433 -0.976 1.071
7 C -1.610 -1.857 0.079
8 C -1.367 -1.219 -1.290
9 C 2.213 1.497 0.681
10 C 1.213 1.625 -0.415
11 C 2.039 -0.941 1.218
12 C -0.720 0.173 -1.304
13 C 2.960 0.159 0.745
14 C 0.095 0.710 -0.216
15 O 1.382 -1.296 -0.025
16 H -3.169 2.347 0.263
17 H -1.235 2.548 -0.858
18 H 4.265 0.089 -1.185
19 H 2.110 -1.586 -1.987
20 H -3.980 0.464 1.306
21 H -4.050 -0.188 -0.177
22 H -1.858 -0.435 1.826
23 H -3.134 -1.647 1.588
24 H -0.596 -1.970 0.396
25 H -2.096 -2.771 -0.141
26 H -0.604 -1.861 -1.683
27 H -2.158 -1.400 -2.031
28 H 2.908 2.340 0.499
29 H 1.731 1.696 1.659
30 H 0.748 2.653 -0.463
31 H 1.647 1.645 -1.427
32 H 2.716 -1.698 1.640
33 H 1.345 -0.583 1.929
34 H -0.585 0.421 -2.359
35 H 3.891 0.330 1.317
36 H -0.013 0.221 0.760



The computed energies, referenced to the most stable structure and given in eV, are entry a 0.000; entry b 0.295.



Entry a
Entry from the Open Molecules 2025 dataset: H8LiO4 as an isolated structure (ωB97M-V with the def2-TZVPD basis set).

Calculated values
charge = +1

CARTESIAN COORDINATES (ANGSTROEM)
1 Li -0.227 -0.018 0.213
2 O 1.554 -0.915 0.843
3 H 2.032 -1.750 0.562
4 H 2.192 -0.159 1.087
5 O -1.827 -1.275 0.374
6 H -1.449 -1.963 -0.110
7 H -1.714 -1.717 1.188
8 O -0.347 1.794 0.816
9 H -0.981 2.564 1.139
10 H 0.498 2.255 0.847
11 O -0.008 0.203 -2.024
12 H -0.641 0.527 -2.677
13 H 0.919 0.455 -2.258



Entry b
Entry from the Open Molecules 2025 dataset: H8LiO4 as an isolated structure (ωB97M-V with the def2-TZVPD basis set).

Calculated values
charge = +1

CARTESIAN COORDINATES (ANGSTROEM)
1 Li 0.300 -0.018 -0.310
2 O -0.163 1.891 -0.445
3 H -0.429 2.586 0.159
4 H -0.582 2.205 -1.295
5 O -0.158 -1.134 -1.913
6 H -0.911 -1.252 -2.467
7 H 0.496 -1.519 -2.390
8 O -1.229 -0.713 0.946
9 H -1.920 -0.022 1.152
10 H -1.142 -1.300 1.714
11 O 1.664 -0.351 1.383
12 H 1.524 -0.170 2.328
13 H 2.550 -0.203 1.136



The computed energies, referenced to the most stable structure and given in eV, are entry a 0.418; entry b 0.000.



Entry a
Entry from the Open Molecules 2025 dataset: an isolated ion of composition C2H9N2O and charge +2 (ωB97M-V with the def2-TZVPD basis set).

Calculated values
spin multiplicity = 2
charge = +2

CARTESIAN COORDINATES (ANGSTROEM)
1 C -0.843 1.160 -0.039
2 N -0.027 2.293 -0.204
3 H -1.623 1.214 -0.796
4 H -1.254 0.889 0.936
5 H 0.571 2.562 0.565
6 H 0.067 2.815 -1.088
7 N 0.008 -0.184 -0.618
8 C 0.661 -0.976 0.549
9 O 0.091 -2.252 0.407
10 H 0.698 0.160 -1.312
11 H -0.624 -0.811 -1.118
12 H 1.746 -1.004 0.554
13 H 0.243 -0.649 1.508
14 H 0.744 -2.897 0.066



Entry b
Entry from the Open Molecules 2025 dataset: an isolated ion of composition C2H9N2O and charge +2 (ωB97M-V with the def2-TZVPD basis set).

Calculated values
spin multiplicity = 2
charge = +2

CARTESIAN COORDINATES (ANGSTROEM)
1 C -0.004 -1.201 -0.134
2 N -0.871 -0.739 -1.252
3 H 1.071 -1.446 -0.434
4 H -0.497 -2.138 0.255
5 H -0.576 0.225 -1.417
6 H -1.745 -0.821 -0.679
7 N 0.005 -0.195 0.929
8 C 0.837 1.048 0.800
9 O -0.003 1.843 -0.141
10 H -0.389 -0.386 1.828
11 H -0.713 -1.408 -2.107
12 H 0.905 1.572 1.753
13 H 1.876 0.832 0.510
14 H 0.104 2.813 0.089



The computed energies, referenced to the most stable structure and given in eV, are entry a 0.323; entry b 0.000.



Entry a
Entry from the Open Molecules 2025 dataset: a 2-piece molecular cluster, CH3N3S overall (ωB97M-V with the def2-TZVPD basis set).

Calculated values
SMILES = NN=S.C#N
charge = 0

CARTESIAN COORDINATES (ANGSTROEM)
1 C 2.293 -1.015 -0.313
2 N 1.224 -1.282 -0.011
3 N -0.433 1.636 -0.196
4 N -1.066 0.508 -0.151
5 S -0.853 2.909 0.565
6 H 3.238 -0.822 -0.604
7 H -1.272 0.116 0.748
8 H -0.532 -0.165 -0.721



Entry b
Entry from the Open Molecules 2025 dataset: one molecule with the formula CH3N3S (ωB97M-V with the def2-TZVPD basis set).

Calculated values
charge = 0

CARTESIAN COORDINATES (ANGSTROEM)
1 C -0.285 -1.740 1.887
2 N -0.548 -0.800 1.078
3 N 0.585 -0.057 0.899
4 N 0.888 0.134 -0.464
5 S 0.061 -3.088 2.584
6 H -1.447 -0.612 0.602
7 H 1.806 0.575 -0.436
8 H 0.214 0.793 -0.864



The computed energies, referenced to the most stable structure and given in eV, are entry a 0.000; entry b 1.904.